This record from the OMol25 dataset describes 3 unconnected molecules or ions with the total composition C41H72BBr2N5O7P in a non-equilibrium geometry. The level of theory is wB97M-V/def2-TZVPD.

ORCA input file:
```
! wB97M-V def2-TZVPD RIJCOSX def2/J DEFGRID3
* xyz 1 1
C 3.334 -6.453 -0.470
C 1.825 -6.672 -0.241
C 0.960 -6.364 -1.476
N 0.247 -5.070 -1.400
C 1.095 -3.993 -1.076
C 2.022 -3.452 -1.944
C 2.130 -3.960 -3.356
O 3.149 -4.158 -3.919
O 0.918 -4.076 -3.946
C 0.851 -4.788 -5.130
Br 1.579 -6.519 -5.253
C 0.229 -4.257 -6.169
C 0.006 -4.894 -7.490
Br -0.485 -2.512 -5.979
C 2.862 -2.418 -1.522
C 3.897 -1.841 -2.437
C 3.427 -0.546 -3.169
C 4.595 0.436 -3.271
O 2.942 -1.006 -4.410
C 2.782 -0.031 -5.426
C 1.899 1.122 -5.042
C 2.340 2.414 -5.274
C 1.559 3.516 -4.974
C 0.300 3.322 -4.435
C -0.139 2.034 -4.192
C 0.642 0.938 -4.492
C 2.724 -1.954 -0.233
P 3.910 -0.630 0.283
N 5.356 -1.218 0.396
N 1.796 -2.480 0.606
C 1.701 -1.929 1.965
B 2.796 -2.568 2.961
O 2.896 -2.117 4.246
O 3.593 -3.551 2.457
C 1.001 -3.487 0.226
C 0.006 -4.086 1.168
C -1.311 -3.283 1.333
C -1.878 -2.686 0.038
C -3.263 -3.214 -0.325
O -4.263 -2.188 -0.241
C -5.356 -2.468 -0.964
C -6.221 -1.282 -1.233
O -5.633 -3.569 -1.340
H 3.672 -5.552 0.033
H 3.896 -7.310 -0.131
H 3.566 -6.332 -1.524
H 1.492 -6.160 0.650
H 1.695 -7.730 -0.048
H 1.629 -6.347 -2.330
H 0.222 -7.145 -1.589
H -0.306 -4.893 -2.223
H -0.927 -4.517 -7.888
H -0.122 -5.962 -7.396
H 0.807 -4.666 -8.182
H 4.827 -1.646 -1.918
H 4.152 -2.527 -3.222
H 2.625 -0.127 -2.555
H 4.217 1.436 -3.454
H 5.149 0.490 -2.344
H 5.254 0.112 -4.067
H 2.302 -0.554 -6.248
H 3.726 0.327 -5.825
H 3.319 2.572 -5.698
H 1.936 4.501 -5.178
H -0.308 4.183 -4.222
H -1.127 1.904 -3.784
H 0.273 -0.060 -4.320
H 3.489 -0.069 1.490
H 3.739 0.356 -0.694
H 5.726 -1.066 1.327
H 0.738 -2.151 2.394
H 1.747 -0.853 1.931
H 2.043 -2.168 4.693
H 3.467 -4.393 2.907
H 0.478 -4.160 2.145
H -0.226 -5.087 0.860
H -2.032 -3.997 1.714
H -1.223 -2.538 2.113
H -1.250 -2.870 -0.824
H -1.988 -1.617 0.181
H -3.242 -3.558 -1.353
H -3.547 -4.075 0.272
H -6.134 -0.975 -2.266
H -7.233 -1.589 -1.009
H -5.976 -0.446 -0.587
C -4.162 4.402 3.640
C -3.790 2.931 3.497
N -4.906 2.152 3.003
C -4.778 0.711 3.145
C -3.702 -0.048 2.350
C -5.469 2.606 1.743
C -4.539 2.689 0.524
H -5.073 4.510 4.228
H -3.371 4.953 4.149
H -4.318 4.879 2.671
H -3.520 2.549 4.486
H -2.884 2.842 2.872
H -5.746 0.265 2.904
H -4.626 0.504 4.209
H -3.957 -0.107 1.294
H -3.644 -1.076 2.720
H -2.707 0.394 2.451
H -5.900 3.597 1.905
H -6.324 1.971 1.500
H -3.604 3.202 0.755
H -5.030 3.254 -0.269
H -4.301 1.707 0.117
C 0.971 4.450 4.004
C 1.166 5.664 4.896
N 1.287 6.890 4.140
C 1.781 8.009 4.927
C 0.919 8.506 6.093
C 0.186 7.175 3.238
C -1.223 7.231 3.832
H 1.750 4.416 3.244
H 1.028 3.537 4.604
H -0.001 4.455 3.505
H 2.089 5.527 5.464
H 0.350 5.694 5.634
H 1.982 8.843 4.252
H 2.759 7.721 5.326
H 0.037 9.044 5.749
H 1.499 9.201 6.703
H 0.599 7.692 6.744
H 0.187 6.417 2.449
H 0.400 8.111 2.717
H -1.432 6.372 4.472
H -1.959 7.221 3.026
H -1.393 8.139 4.408
*
```

Properties
LUMO level   -4.01 eV
HOMO energy   -0.35021 hartree
HOMO-LUMO gap   5.5 eV


This record from the OMol25 dataset describes 2 unconnected molecules or ions with the total composition C5H11O2 in a non-equilibrium geometry. The level of theory is wB97M-V/def2-TZVPD.

ORCA input file:
```
! wB97M-V def2-TZVPD RIJCOSX def2/J DEFGRID3
* xyz -2 2
C -1.484 -0.430 0.741
C -1.257 0.093 2.171
C -0.507 -1.428 0.335
O -0.692 -2.514 0.957
O 0.438 -1.173 -0.428
H -2.500 -0.960 0.524
H -1.428 0.441 0.043
H -0.204 0.117 2.444
H -1.777 -0.584 2.958
H -1.443 1.156 2.139
C 1.116 2.710 -2.118
C 2.116 1.757 -1.393
H 1.210 3.773 -1.845
H 1.328 2.522 -3.270
H 0.009 2.490 -1.837
H 2.433 1.048 -2.174
H 3.015 2.160 -0.878
H 1.484 1.125 -0.751
*
```

Properties
LUMO level (spin up / spin down)   6.58 / 6.47 eV
HOMO energy (spin up / spin down)   0.15036 / -0.04454 hartree
HOMO-LUMO gap (spin up / spin down)   2.5 / 7.7 eV


This record from the OMol25 dataset describes a molecular structure, C36H38F7IrN3O5S3 in a non-equilibrium geometry. The level of theory is wB97M-V/def2-TZVPD.

ORCA input file:
```
! wB97M-V def2-TZVPD RIJCOSX def2/J DEFGRID3
* xyz 2 6
Ir -0.192 -0.685 -0.176
F -4.371 0.461 -3.103
C -3.264 -0.143 -3.482
F -2.410 0.739 -3.987
F -3.514 -1.090 -4.359
S -2.451 -0.871 -2.000
O -2.334 0.204 -1.003
O -1.121 -1.310 -2.436
N -3.449 -2.005 -1.619
S -3.088 -2.745 -0.262
O -1.700 -2.406 0.120
O -3.446 -4.113 -0.225
C -4.103 -1.907 1.060
F -3.372 -1.879 2.173
F -5.204 -2.593 1.263
F -4.399 -0.666 0.698
C -0.305 -1.802 3.760
C -0.389 -3.128 3.043
C -1.100 -4.195 3.570
C -1.194 -5.395 2.886
C -0.574 -5.544 1.657
C 0.139 -4.501 1.092
C 0.789 -4.626 -0.266
C 0.224 -3.313 1.809
N 0.915 -2.212 1.194
C 2.112 -1.958 1.502
C 2.912 -2.721 2.515
C 2.774 -0.876 0.709
C 4.252 -0.717 0.852
N 2.052 -0.201 -0.098
C 2.691 0.747 -0.950
C 3.204 1.912 -0.442
C 3.069 2.290 1.003
C 3.964 2.753 -1.309
C 4.225 2.434 -2.648
C 3.696 1.292 -3.163
C 2.906 0.411 -2.343
C 2.447 -0.878 -2.904
H -0.899 -1.820 4.671
H -0.664 -0.987 3.124
H 0.725 -1.558 4.044
H -1.591 -4.074 4.529
H -1.762 -6.215 3.308
H -0.659 -6.478 1.112
H 0.444 -5.522 -0.780
H 1.880 -4.689 -0.187
H 0.553 -3.759 -0.892
H 2.287 -3.453 3.015
H 3.336 -2.045 3.262
H 3.744 -3.245 2.039
H 4.741 -1.689 0.765
H 4.488 -0.338 1.851
H 4.672 -0.043 0.111
H 2.235 1.785 1.489
H 2.946 3.370 1.108
H 3.983 2.030 1.548
H 4.397 3.658 -0.893
H 4.835 3.087 -3.257
H 3.897 1.009 -4.188
H 2.481 -0.868 -3.993
H 1.440 -1.136 -2.577
H 3.113 -1.683 -2.555
C -0.661 3.257 2.125
S -1.620 2.038 1.232
O -0.899 0.705 1.512
C -3.042 2.025 2.289
C -3.909 3.105 2.175
C -5.006 3.166 3.019
C -5.228 2.146 3.939
C -4.361 1.066 4.018
C -3.252 0.996 3.185
H -0.618 2.973 3.175
H -1.143 4.228 2.007
H 0.331 3.273 1.676
H -3.743 3.881 1.432
H -5.693 3.998 2.951
H -6.089 2.192 4.595
H -4.548 0.271 4.727
H -2.564 0.161 3.232
F 1.922 5.298 -6.363
C 1.444 4.464 -5.450
C 1.175 3.155 -5.803
C 0.681 2.300 -4.838
C 0.458 2.739 -3.492
C 0.006 1.852 -2.507
C 0.732 4.096 -3.192
C 1.222 4.950 -4.150
H 1.346 2.833 -6.823
H 0.430 1.275 -5.097
H -0.197 0.816 -2.750
H -0.175 2.194 -1.492
H 0.553 4.457 -2.183
H 1.432 5.991 -3.936
*
```

Properties
LUMO level (spin up / spin down)   -6.45 / -9.97 eV
HOMO energy (spin up / spin down)   -0.44704 / -0.49324 hartree
HOMO-LUMO gap (spin up / spin down)   5.7 / 3.5 eV


This record from the OMol25 dataset describes a molecular structure, C23H21N3O5 in a non-equilibrium geometry. The level of theory is wB97M-V/def2-TZVPD.

ORCA input file:
```
! wB97M-V def2-TZVPD RIJCOSX def2/J DEFGRID3
* xyz 0 1
O 2.110 -0.803 -3.780
C 1.486 0.191 -3.879
N 0.643 0.657 -3.024
C 0.129 0.285 -1.885
C -1.032 1.027 -1.292
C -1.286 0.723 -0.052
C -0.739 -0.316 0.569
C 0.152 -1.359 -0.174
C 0.655 -0.924 -1.420
H 1.381 -1.424 -1.813
H 0.767 -2.285 0.268
N -1.211 -1.119 1.667
C -2.669 -0.427 2.347
H -3.087 -0.300 1.602
C -3.168 -1.565 3.262
N -2.054 -1.737 4.329
C -2.451 -1.341 5.676
O -3.390 -0.843 5.941
C -1.333 -1.857 6.744
C -1.461 -1.514 8.040
C -0.400 -1.889 8.589
C 0.734 -2.043 7.629
O 0.074 -2.081 6.488
H 1.739 -2.272 7.706
H -0.183 -2.110 9.622
H -2.523 -1.355 8.540
C -1.069 -2.301 3.775
H -0.127 -2.860 4.552
C -0.234 -1.254 2.806
H 0.615 -1.717 2.444
H 0.029 -0.605 3.424
H -1.298 -3.359 3.096
H -3.924 -1.096 3.852
H -3.465 -2.311 2.731
H -2.304 0.524 2.899
H -1.848 1.095 0.523
H -1.305 1.793 -1.744
H 0.374 1.816 -3.346
C 1.856 1.064 -5.233
C 2.338 0.431 -6.466
C 2.465 1.238 -7.433
C 2.629 2.631 -7.552
C 2.079 3.225 -6.416
C 1.692 2.605 -5.212
H 1.588 2.970 -4.401
O 2.010 4.485 -6.421
C 2.394 4.734 -7.821
O 2.518 3.470 -8.369
H 1.679 5.070 -8.463
H 3.528 5.250 -8.080
H 2.706 0.514 -8.475
H 2.189 -0.732 -6.375
*
```

Properties
LUMO level   0.40 eV
HOMO energy   -0.26284 hartree
HOMO-LUMO gap   7.6 eV


This record from the OMol25 dataset describes a molecular structure, C44H48N3O3P2S2V in a non-equilibrium geometry. The level of theory is wB97M-V/def2-TZVPD.

ORCA input file:
```
! wB97M-V def2-TZVPD RIJCOSX def2/J DEFGRID3
* xyz 1 4
V -15.335 4.396 14.826
C -18.788 3.332 16.116
N -19.517 4.134 15.116
C -19.082 5.499 14.836
P -17.115 5.746 14.551
C -16.973 7.149 13.415
C -17.849 7.222 12.278
C -18.118 8.458 11.742
C -17.414 9.587 12.186
C -16.449 9.494 13.141
C -16.163 8.256 13.726
C -16.660 6.411 16.236
C -16.031 5.659 17.279
C -15.728 6.249 18.498
C -16.305 7.501 18.788
C -17.009 8.175 17.841
C -17.240 7.651 16.559
C -20.758 3.655 14.660
C -21.028 2.286 14.658
C -22.351 1.883 14.627
C -23.373 2.850 14.556
C -23.051 4.173 14.313
C -21.757 4.607 14.353
P -17.117 2.502 15.571
C -16.817 1.526 17.030
C -15.481 1.320 17.388
C -15.164 0.474 18.448
C -16.139 -0.061 19.279
C -17.446 0.134 18.932
C -17.798 0.880 17.771
C -17.588 1.338 14.275
C -18.112 1.795 13.055
C -18.587 0.909 12.084
C -18.523 -0.442 12.314
C -18.153 -0.933 13.591
C -17.733 -0.054 14.573
H -19.483 2.566 16.524
H -18.520 3.932 16.990
H -19.379 6.124 15.692
H -19.614 5.898 13.989
H -18.234 6.315 11.785
H -18.935 8.625 11.047
H -17.631 10.538 11.706
H -15.860 10.343 13.361
H -15.352 8.180 14.439
H -15.667 4.599 17.046
H -15.107 5.741 19.215
H -16.253 7.977 19.742
H -17.551 9.099 18.130
H -17.788 8.233 15.803
H -20.222 1.573 14.752
H -22.557 0.821 14.681
H -24.421 2.553 14.693
H -23.832 4.924 14.017
H -21.524 5.651 14.158
H -14.727 1.779 16.732
H -14.126 0.287 18.636
H -15.868 -0.674 20.140
H -18.277 -0.219 19.501
H -18.842 1.070 17.622
H -18.183 2.871 12.823
H -18.944 1.256 11.135
H -18.885 -1.085 11.544
H -18.353 -1.961 13.803
H -17.266 -0.408 15.517
C -11.474 1.906 8.637
C -11.900 1.775 10.093
C -10.978 1.436 11.135
C -11.316 1.518 12.472
C -12.695 1.780 12.791
C -13.644 1.911 11.817
C -13.211 1.952 10.471
S -12.976 1.755 14.544
O -13.593 0.511 14.949
O -11.674 2.017 15.018
O -13.919 2.952 14.945
H -10.529 2.400 8.583
H -12.227 2.445 8.084
H -11.344 0.926 8.199
H -9.984 1.062 10.846
H -10.615 1.176 13.257
H -14.719 2.154 12.056
H -13.988 2.223 9.761
C -10.231 6.733 13.541
N -11.436 6.016 13.046
C -11.635 6.005 11.586
C -12.325 5.553 13.937
S -14.012 5.759 13.431
N -11.929 5.048 15.138
C -10.543 4.507 15.347
C -12.755 5.010 16.340
H -10.019 7.586 12.881
H -9.312 6.125 13.555
H -10.461 7.116 14.563
H -10.680 5.822 11.070
H -11.994 6.962 11.243
H -12.337 5.220 11.316
H -10.285 3.815 14.524
H -10.549 3.891 16.272
H -9.770 5.300 15.395
H -13.804 4.851 15.987
H -12.736 5.972 16.895
H -12.471 4.142 17.001
*
```

Properties
LUMO level (spin up / spin down)   -2.25 / -2.50 eV
HOMO energy (spin up / spin down)   -0.35812 / -0.35845 hartree
HOMO-LUMO gap (spin up / spin down)   7.5 / 7.2 eV


This record from the OMol25 dataset describes a single C6H9N3O molecule in a non-equilibrium geometry. The level of theory is wB97M-V/def2-TZVPD.

ORCA input file:
```
! wB97M-V def2-TZVPD RIJCOSX def2/J DEFGRID3
* xyz 0 1
C 1.897 -0.589 2.578
C 0.900 -0.726 1.372
C 0.414 0.293 -0.816
C -0.025 0.482 -2.938
C -1.250 0.297 -2.339
C -1.959 0.008 0.101
H 1.801 -1.755 3.169
H 1.364 0.316 3.072
H 2.848 -0.114 2.209
H 1.531 1.349 0.824
H 0.306 0.555 -3.912
H -2.254 0.390 -2.611
H -1.737 0.632 0.801
H -2.989 0.483 -0.385
H -2.174 -0.944 0.181
N 1.119 0.314 0.418
N 1.034 0.455 -1.999
N -0.969 0.159 -0.976
O 0.141 -1.603 1.253
*
```

Properties
LUMO level   0.52 eV
HOMO energy   -0.31330 hartree
SMILES   CC(=O)Nc1nccn1C
HOMO-LUMO gap   9.0 eV


This record from the OMol25 dataset describes 5 unconnected molecules or ions with the total composition H10O5. The level of theory is wB97M-V/def2-TZVPD.

ORCA input file:
```
! wB97M-V def2-TZVPD RIJCOSX def2/J DEFGRID3
* xyz 0 1
O -0.236 -0.750 0.451
H -1.016 -1.269 0.259
H 0.170 -0.602 -0.403
O -1.477 1.233 -3.089
H -0.854 0.941 -2.423
H -1.772 2.090 -2.782
O -0.196 0.905 2.922
H -0.372 0.352 2.161
H -0.811 0.598 3.589
O 1.142 -2.542 1.852
H 0.921 -1.668 1.531
H 0.499 -2.715 2.539
O 1.134 0.807 -2.214
H 1.272 1.382 -1.461
H 1.596 1.239 -2.933
*
```

Properties
LUMO level   0.20 eV
HOMO energy   -0.40053 hartree
SMILES   O.O.O.O.O
HOMO-LUMO gap   11.1 eV


This record from the OMol25 dataset describes a gas-phase ion, C8H11N2O4S (charge -1) in a non-equilibrium geometry. The level of theory is wB97M-V/def2-TZVPD.

ORCA input file:
```
! wB97M-V def2-TZVPD RIJCOSX def2/J DEFGRID3
* xyz -1 1
C -0.552 -2.072 0.457
C 2.840 -0.259 0.147
C -1.569 -1.787 -0.671
C 1.246 -0.532 0.818
C 0.499 0.772 0.375
C -2.228 -0.460 -0.372
C 0.851 1.949 1.165
C 0.401 1.116 -1.154
N 0.700 -1.652 0.109
N -3.237 0.136 -0.896
O 2.909 -0.585 -1.032
O -0.834 -2.637 1.458
O 3.546 0.295 0.982
O -1.934 1.932 0.938
S -1.399 0.546 1.004
H -1.149 -1.808 -1.765
H -2.329 -2.518 -0.578
H 1.193 -0.645 1.904
H 0.117 2.774 1.303
H 1.705 2.350 0.748
H 1.136 1.727 2.177
H -0.110 2.090 -1.392
H -0.182 0.216 -1.565
H 1.328 1.051 -1.683
H 0.830 -1.574 -0.905
H -3.777 -0.427 -1.572
*
```

Properties
LUMO level   3.09 eV
HOMO energy   -0.16218 hartree
HOMO-LUMO gap   7.5 eV